A molecular structure, C22H41BCoN6O3SSi. Source: the OMol25 dataset; level of theory: wB97M-V/def2-TZVPD.

XYZ file:
```
76
Properties=species:S:1:pos:R:3:lowdin_spin:R:1
H 1.369 3.398 -1.654 0.00
N 1.104 1.747 -2.990 0.07
B 0.107 0.404 -4.973 0.00
N 0.577 1.700 -4.269 0.00
C 0.683 2.925 -4.825 0.02
Co 2.078 0.605 -1.976 2.62
H 0.550 3.065 -5.887 0.00
C 1.069 3.831 -3.842 0.01
H 1.242 4.882 -3.964 0.00
C 1.217 3.088 -2.672 0.03
H 0.086 0.535 -6.161 0.00
C -2.137 -3.084 0.074 0.00
H -1.790 -3.587 0.987 0.00
H -1.328 -2.469 -0.343 0.00
H -2.407 -3.864 -0.652 0.00
N -1.371 -0.014 -4.567 0.00
N 1.159 -0.637 -4.534 0.00
N -1.646 -0.199 -3.212 0.00
N 1.721 -0.700 -3.271 0.07
C -2.501 -0.265 -5.284 0.00
C 1.749 -1.568 -5.314 0.02
H -2.506 -0.177 -6.362 0.00
H 1.628 -1.523 -6.389 0.00
C -3.506 -0.612 -4.377 0.00
C 2.549 -2.378 -4.513 0.00
C -2.902 -0.564 -3.091 0.00
C 2.427 -1.878 -3.221 0.02
H -4.529 -0.858 -4.551 0.00
H 3.187 -3.188 -4.835 0.00
H -3.348 -0.765 -2.120 0.00
H 2.755 -2.240 -2.255 0.00
H -2.991 -2.477 0.272 0.00
C 1.471 3.746 2.566 0.00
C 1.641 2.249 2.800 0.00
C 2.967 1.824 2.192 0.00
C 1.636 1.928 4.292 0.00
O 0.541 1.570 2.124 0.00
Si 0.259 0.121 1.373 0.02
S 1.816 -0.312 0.065 0.10
O 0.157 -1.084 2.511 0.00
C 0.884 -2.285 2.886 0.00
C 1.225 -3.129 1.669 0.00
C 2.171 -1.900 3.602 0.00
C -0.031 -3.093 3.802 0.00
O -1.284 0.232 0.759 0.00
C -2.425 0.576 1.608 0.00
C -3.692 0.501 0.773 0.00
C -2.568 -0.404 2.779 0.00
C -2.278 2.009 2.095 0.00
H 2.331 4.282 2.993 0.00
H 0.560 4.128 3.041 0.00
H 1.437 3.968 1.491 0.00
H 3.786 2.399 2.642 0.00
H 3.164 0.763 2.378 0.00
H 2.955 2.018 1.114 0.00
H 0.747 2.340 4.786 0.00
H 1.691 0.845 4.465 0.00
H 2.517 2.378 4.776 0.00
H 1.928 -2.610 1.007 0.00
H 1.713 -4.051 2.013 0.00
H 0.322 -3.392 1.107 0.00
H 1.939 -1.341 4.516 0.00
H 2.734 -2.797 3.900 0.00
H 2.820 -1.317 2.937 0.00
H -0.302 -2.520 4.696 0.00
H -0.949 -3.384 3.273 0.00
H 0.480 -4.013 4.125 0.00
H -3.869 -0.524 0.443 0.00
H -4.542 0.817 1.395 0.00
H -3.632 1.169 -0.089 0.00
H -1.745 -0.304 3.488 0.00
H -3.499 -0.189 3.322 0.00
H -2.633 -1.437 2.422 0.00
H -1.413 2.093 2.755 0.00
H -2.148 2.670 1.231 0.00
H -3.174 2.329 2.646 0.00
```

Output
HOMO-LUMO gap (spin up / spin down) = 0.300 / 0.291 Ha
LUMO (spin up / spin down) = -0.21 / -0.46 eV
multiplicity = 4
⟨S²⟩ = 3.76
net charge = 0

A molecular structure, C22H41BFeN7P. Source: the OMol25 dataset; level of theory: wB97M-V/def2-TZVPD.

XYZ file:
```
73
Properties=species:S:1:pos:R:3:lowdin_spin:R:1
H 0.957 3.293 0.240 0.00
N 0.558 1.658 -1.096 0.03
B 0.167 0.348 -3.298 0.00
N 0.530 1.621 -2.505 0.00
C 0.879 2.819 -2.998 0.00
Fe 0.291 -0.057 0.240 3.39
H 0.944 2.964 -4.069 0.00
C 1.110 3.675 -1.940 0.00
H 1.414 4.703 -2.004 0.00
C 0.884 2.924 -0.775 0.00
H 0.227 0.483 -4.483 0.00
C -0.543 -1.584 0.957 -0.05
H -0.566 -1.548 2.046 0.00
H 0.155 -2.389 0.679 0.00
H -1.530 -1.847 0.573 0.01
N -1.248 -0.039 -2.805 0.00
N 1.128 -0.732 -2.739 0.00
N -1.528 -0.198 -1.443 0.05
N 1.265 -0.998 -1.366 0.03
C -2.367 -0.236 -3.522 0.00
C 1.978 -1.510 -3.427 0.01
H -2.327 -0.131 -4.601 0.00
H 2.042 -1.410 -4.503 0.00
C -3.390 -0.547 -2.652 0.00
C 2.649 -2.324 -2.535 0.00
C -2.822 -0.520 -1.366 0.00
C 2.167 -1.991 -1.264 0.01
H -4.413 -0.771 -2.902 0.00
H 3.397 -3.060 -2.767 0.00
H -3.338 -0.747 -0.440 0.00
H 2.438 -2.441 -0.317 0.00
H -0.996 0.555 0.878 -0.03
C -0.475 1.099 5.499 0.00
C -0.694 0.666 4.052 0.02
C -1.561 -0.596 4.056 0.00
C -1.529 1.750 3.354 0.00
P 1.134 0.385 3.302 0.11
N 1.082 0.278 1.709 0.34
C 2.264 1.933 3.534 0.02
C 2.825 1.961 4.952 0.00
C 3.417 1.947 2.527 0.00
C 1.443 3.202 3.297 0.00
C 2.077 -1.232 3.915 0.02
C 1.521 -2.528 3.322 0.00
C 3.566 -1.193 3.528 0.00
C 1.940 -1.314 5.434 0.00
H -1.462 1.176 5.977 0.00
H 0.011 2.076 5.589 0.00
H 0.101 0.358 6.055 0.00
H -2.423 -0.387 4.709 0.00
H -1.962 -0.848 3.069 0.00
H -1.070 -1.480 4.472 0.00
H -1.001 2.694 3.226 0.00
H -1.899 1.434 2.374 0.00
H -2.405 1.965 3.993 0.00
H 3.535 1.155 5.169 0.00
H 3.372 2.906 5.077 0.00
H 2.035 1.955 5.709 0.00
H 3.060 1.981 1.490 0.00
H 4.006 2.859 2.697 0.00
H 4.111 1.114 2.639 0.00
H 0.959 3.223 2.312 0.00
H 0.691 3.380 4.075 0.00
H 2.130 4.062 3.328 0.00
H 1.637 -2.616 2.237 0.00
H 2.088 -3.361 3.764 0.00
H 0.474 -2.713 3.572 0.00
H 4.141 -0.400 4.016 0.00
H 4.026 -2.143 3.843 0.00
H 3.717 -1.127 2.441 0.00
H 2.316 -0.430 5.956 0.00
H 0.908 -1.505 5.756 0.00
H 2.540 -2.164 5.785 0.00
```

Output
HOMO-LUMO gap (spin up / spin down) = 0.246 / 0.324 Ha
LUMO (spin up / spin down) = 0.56 / 0.62 eV
multiplicity = 5
⟨S²⟩ = 6.10
net charge = 0

no.,largest force on an atom (eV/A)
1,5.1
2,4.1